{
  "formula": "C24H42O21PS2Tl",
  "method": "ωB97M-V/def2-TZVPD",
  "total_energy_ha": -3829.53198,
  "orbital_gap_ev": [4.2096, 3.0191],
  "e_homo_ev": [-12.10, -12.10],
  "multiplicity": 2,
  "molar_mass_g_mol": 966.070,
  "charge": 1,
  "symbols": ["Tl", "P", "O", "O", "O", "O", "C", "C", "C", "O", "C", "O", "O", "H", "H", "H", "H", "H", "H", "C", "C", "C", "O", "C", "O", "O", "H", "H", "H", "H", "H", "H", "C", "C", "C", "O", "C", "O", "O", "H", "H", "H", "H", "H", "H", "C", "C", "C", "O", "C", "O", "O", "H", "H", "H", "H", "H", "H", "C", "C", "C", "O", "C", "O", "O", "H", "H", "H", "H", "H", "H", "C", "S", "O", "C", "H", "H", "H", "H", "H", "H", "C", "S", "O", "C", "H", "H", "H", "H", "H", "H"],
  "xyz": [[-3.73009, 1.63712, 1.65097], [-0.97935, 0.74638, 0.33389], [0.34822, 0.43458, -0.37212], [-1.66928, -0.26393, 1.33171], [-2.14999, 1.18063, -0.60225], [-0.97104, 1.98576, 1.19770], [2.84944, -2.48045, 0.96960], [1.29193, -2.33485, 1.20953], [0.40703, -2.72407, 0.02996], [-0.29183, -3.86273, 0.37534], [-0.05165, -4.17386, 1.65255], [-0.53662, -5.16858, 2.16131], [0.85153, -3.35756, 2.14616], [3.04031, -3.48738, 0.59841], [3.36190, -2.36815, 1.92504], [3.33619, -1.75781, 0.31466], [1.07499, -1.31194, 1.51727], [1.04417, -2.92069, -0.83230], [-0.16496, -1.84274, -0.26019], [3.11723, 2.12307, -0.52801], [2.80644, 2.58225, 0.87187], [2.39794, 1.37920, 1.80888], [3.20871, 1.73224, 2.87425], [4.06238, 2.79353, 2.59039], [4.87879, 3.23520, 3.40840], [3.89691, 3.18525, 1.38268], [3.81184, 1.28449, -0.57700], [3.50642, 3.00367, -1.03906], [2.17450, 1.89360, -1.02471], [2.05898, 3.36080, 0.71927], [2.55902, 0.38398, 1.39452], [1.32848, 1.48289, 1.99217], [3.96025, -0.49089, -2.88730], [2.54590, -1.07882, -2.72197], [1.46785, -0.45698, -3.52672], [1.10054, -1.41647, -4.39717], [1.68564, -2.59560, -4.12743], [1.60444, -3.61948, -4.82866], [2.52067, -2.42638, -3.07835], [4.05027, 0.59317, -2.81799], [4.37329, -0.78410, -3.85245], [4.59717, -0.91492, -2.11101], [2.22837, -1.01484, -1.68120], [1.76348, 0.42906, -4.08853], [0.70203, -0.20563, -2.79291], [-2.67279, -0.46570, -3.94402], [-1.96888, -1.64634, -3.25305], [-2.65739, -2.09953, -1.96091], [-2.76782, -3.49925, -2.27989], [-2.47016, -3.78496, -3.52559], [-2.51523, -4.88583, -4.10777], [-2.22105, -2.68246, -4.17263], [-2.44632, 0.50600, -3.50514], [-3.75581, -0.57888, -3.99249], [-2.37648, -0.39005, -4.99025], [-0.88733, -1.60654, -3.12357], [-3.66829, -1.73985, -1.76905], [-2.13161, -1.89010, -1.02936], [-1.32603, 4.98318, -0.77723], [-0.18495, 4.10134, -1.19545], [-0.47123, 3.08839, -2.31106], [0.10368, 3.67378, -3.45965], [0.83869, 4.73453, -3.09108], [1.48506, 5.40012, -3.92162], [0.84591, 4.85340, -1.79073], [-2.11512, 4.31028, -0.44162], [-1.65225, 5.58202, -1.62756], [-1.13856, 5.64731, 0.06650], [0.07812, 3.65465, -0.23662], [-1.54685, 2.93871, -2.40466], [0.10870, 2.17587, -2.17287], [0.41027, 2.43600, 5.05044], [-1.00195, 1.25166, 4.91102], [-2.04850, 2.04231, 4.11567], [-0.09313, -0.04670, 3.95209], [-0.04408, 3.40322, 5.26533], [0.92744, 2.50488, 4.09342], [1.18479, 2.13528, 5.75598], [-0.12508, 0.38636, 2.95232], [-0.52067, -1.04318, 4.06317], [0.93059, -0.20671, 4.29046], [-3.19647, -2.71023, 2.41679], [-3.79149, -1.61931, 3.75944], [-4.68131, -0.56759, 3.01914], [-5.01795, -2.76955, 4.53018], [-2.18210, -2.41609, 2.14729], [-3.90599, -2.63989, 1.59231], [-3.23760, -3.75717, 2.71733], [-5.77930, -3.12806, 3.83743], [-5.44430, -2.43449, 5.47573], [-4.33762, -3.58882, 4.76263]],
  "forces_ev_per_a": [[-0.9112, -0.2188, 0.3079], [3.4617, -0.8156, -1.7284], [-3.1957, -0.1303, 1.6193], [0.9413, 0.2569, 0.0382], [-0.7034, 0.2944, -1.3533], [-0.2311, 0.3270, 1.3118], [-1.1505, -0.3786, 0.8191], [1.2653, -1.0087, -0.8124], [1.6576, 1.7146, -1.6124], [-1.1124, 0.0011, -0.2834], [-1.0426, -3.2798, -0.3193], [0.8490, 2.3347, -0.1367], [1.1563, 1.5526, 1.9408], [0.0723, 0.0460, -0.0618], [-0.0598, -0.1424, 0.1491], [-0.6061, 0.1298, -0.2856], [-0.2556, -0.2375, 0.6144], [-0.0309, -0.3329, -0.1598], [-0.6844, -0.5103, 0.1095], [-0.3036, 0.5838, -0.5310], [-2.7595, -2.0886, -3.6251], [-0.0234, 2.4561, -1.6638], [0.6871, -0.1841, 2.2808], [3.2307, 0.2440, 4.9069], [-2.8508, -1.5344, -2.4515], [1.6489, 1.2481, 0.1029], [-0.0092, 0.0800, 0.0403], [0.3371, -0.2107, -0.2725], [0.0854, -0.3768, -0.0252], [-0.5459, -0.1503, 0.6357], [0.5314, 0.0859, 0.0392], [0.0485, -0.0019, 0.4944], [-0.0585, -0.6521, 0.0574], [1.8448, 1.4201, 1.5666], [0.1591, 2.3241, 1.0737], [-1.7196, -2.0807, -2.1737], [0.7763, -3.4479, -3.0881], [-0.0940, 3.7085, 2.9552], [-0.1543, -1.3856, -0.2759], [-0.4909, -0.0080, 0.0474], [-0.0445, -0.0501, -0.0570], [0.1539, -0.0469, -0.0633], [0.3368, 0.0026, 0.2546], [0.0515, 0.1165, 0.1409], [-0.6608, 0.2546, -0.4583], [0.7932, 0.7827, 0.0225], [-1.3724, 1.7826, -0.6752], [-0.3152, -0.7674, -0.9715], [-0.2386, -0.9095, 3.0842], [-0.6604, -4.5662, -3.2716], [0.0555, 3.2562, 2.7193], [0.9062, 0.6368, -0.9191], [0.0001, 0.0365, 0.2569], [0.0300, -0.3222, 0.4228], [0.3409, -0.1713, 0.0733], [-0.0890, 0.5371, -0.0191], [-0.1326, 0.2325, -0.5385], [0.4993, -0.5533, -0.1341], [-0.7731, 0.2110, -0.5300], [-0.5807, -0.2160, 0.5837], [0.1342, -0.2047, 0.5751], [-0.7449, 0.3920, -0.4673], [2.6308, 1.4593, -4.6827], [-2.1294, -1.8809, 3.1835], [0.9804, 1.2049, 1.8389], [-0.3332, 0.0502, -0.1710], [-0.3432, 0.0430, 0.0779], [0.4910, -0.0288, -0.1458], [1.0572, -0.4180, -0.3808], [0.1939, -0.2504, -0.3725], [-0.5617, -0.3108, 0.3395], [-0.2680, 0.3993, 0.0667], [1.3557, 1.4324, -1.2279], [1.3212, -1.7014, 0.9462], [-0.6747, -0.4357, 0.0036], [0.0824, -0.1107, 0.3049], [-0.4013, -0.3251, -0.3593], [-0.5007, -0.2167, 0.4000], [-0.0543, -0.4106, 0.0155], [-0.6897, 0.2927, -0.3363], [0.0895, 0.9217, 0.4964], [-0.4113, -0.3671, 0.4484], [-2.5320, 0.4504, -1.2596], [1.6459, -0.4640, 0.7098], [1.3502, -0.3563, -0.0758], [-0.2560, -0.0368, -0.0522], [0.0998, 0.4351, -0.0319], [0.3614, 0.0439, 0.2734], [0.1489, 0.3847, -0.1778], [0.1289, 0.5064, -0.3095], [-0.2301, -0.3764, 0.1987]]
}